# 1
Here is 4 unconnected molecules or ions with the total composition C6H19NO3 from the Open Molecules 2025 dataset. Energies are from ωB97M-V/def2-TZVPD.

Each line ends with the natural charge from an NBO analysis.
Geometry (Å):
C 0.411 0.794 -2.574  -0.6070
C -1.081 0.894 -2.241  -0.4208
C -1.390 0.452 -0.820  -0.3451
C -1.653 -0.830 -0.549  0.0205
N -2.049 -1.369 0.673  -0.6052
C -1.880 -0.620 1.909  -0.2180
C -0.434 -0.549 2.393  -0.6287
H 0.605 1.026 -3.624  0.2067
H 0.784 -0.215 -2.389  0.2214
H 1.015 1.473 -1.973  0.1931
H -1.417 1.924 -2.370  0.2018
H -1.646 0.246 -2.913  0.2040
H -1.426 1.218 -0.059  0.1764
H -1.662 -1.567 -1.344  0.1980
H -1.909 -2.365 0.756  0.3795
H -2.499 -1.111 2.658  0.2005
H -2.275 0.384 1.753  0.1919
H -0.041 -1.552 2.568  0.2097
H 0.232 -0.055 1.689  0.2102
H -0.392 0.004 3.334  0.2109
O 1.137 2.406 0.466  -0.9589
H 0.361 2.011 0.014  0.4941
H 0.819 2.796 1.282  0.4849
O 2.043 -2.025 -0.329  -0.9752
H 2.452 -1.201 0.030  0.4977
H 1.121 -1.977 -0.030  0.4556
O 3.096 0.387 0.671  -0.9812
H 2.406 1.091 0.609  0.5060
H 3.840 0.678 0.146  0.4772

Its structure (SMILES) is CC/C=C/NCC.O.O.O. As for the net charge: 0.

---

# 2
Here is 4 unconnected molecules or ions with the total composition C6H19NO3 at a distorted geometry from the Open Molecules 2025 dataset. Energies are from ωB97M-V/def2-TZVPD.

Each line ends with the natural charge from an NBO analysis.
Geometry (Å):
C 1.398 0.172 -1.767  -0.6151
C 1.904 -0.237 -0.348  -0.0530
C 2.048 -1.737 -0.150  -0.4350
C 0.787 -2.128 0.683  -0.4255
C 0.138 -0.839 1.162  -0.2376
N 0.999 0.271 0.694  -0.4707
C 1.642 0.963 1.791  -0.4248
H 0.542 0.769 -1.577  0.1969
H 2.132 0.810 -2.255  0.2161
H 1.143 -0.632 -2.458  0.2021
H 2.797 0.371 -0.208  0.2070
H 2.219 -2.482 -0.920  0.2240
H 2.891 -1.969 0.517  0.2091
H 0.930 -2.851 1.488  0.2152
H 0.158 -2.759 0.047  0.1972
H -0.856 -0.672 0.750  0.2035
H 0.074 -0.842 2.241  0.2025
H 2.304 0.389 2.427  0.1761
H 2.065 1.908 1.438  0.2072
H 0.868 1.422 2.411  0.2104
O -2.633 -1.556 -2.124  -0.9287
H -1.675 -1.457 -2.122  0.4638
H -2.732 -2.499 -1.952  0.4661
O -1.254 2.268 -0.448  -0.9598
H -0.644 1.707 0.062  0.4937
H -0.979 2.041 -1.343  0.4680
O -3.570 2.272 1.081  -0.9727
H -4.051 1.468 0.892  0.4657
H -2.993 2.505 0.352  0.4982

Its structure (SMILES) is C[C@@H]1CCCN1C.O.O.O. As for the net charge: 0.

---

Q: Which ΔE to the lowest compared entry with this formula, charge and spin values were calculated for the entries above? A: 10.8, 27.0, in kcal per mole.
Q: Which frontier orbital gap values were calculated for the entries above? A: 8.556, 9.515, in eV.